(1)
The following is a DFT calculation (wB97M-V/def2-TZVPD) of an isolated ion of composition IN2 and charge +1 in a non-equilibrium geometry.

The geometry in ORCA input format:
```
! wB97M-V def2-TZVPD RIJCOSX def2/J DEFGRID3
* xyz 1 1
I -0.168 1.722 0.876
N 0.030 -0.433 -0.108
N 0.138 -1.289 -0.769
*
```

Frontier orbital gap (alpha / beta): 7.62 / 7.59 eV
Relative energy (zero: lowest compared OMol25 entry of this formula, charge and spin): 13.65 kJ/mol
LUMO level (alpha / beta): -9.71 / -9.73 eV
SMILES: N#[N+]I

(2)
The following is a DFT calculation (wB97M-V/def2-TZVPD) of C33H14BrF4N14STi as an isolated structure in a non-equilibrium geometry.

The geometry in ORCA input format:
```
! wB97M-V def2-TZVPD RIJCOSX def2/J DEFGRID3
* xyz 1 1
H -1.362 2.096 -4.748
S 2.177 0.207 1.293
C -2.198 -2.342 -0.857
C -6.450 4.598 -1.862
C -1.364 4.538 -0.799
C -3.644 -1.838 1.410
N 0.465 1.650 -0.274
C -2.487 3.644 -0.589
C -3.386 -3.020 -0.660
H -2.235 -0.120 3.091
C -0.479 1.103 -2.972
N -0.018 0.932 2.742
C -5.377 5.554 -1.866
C 1.134 -3.120 0.966
H -5.075 -3.241 0.649
H -4.668 -0.643 -3.420
C -0.076 4.148 -0.575
H -3.714 -3.749 -1.386
H 2.959 1.914 3.302
H -6.904 -0.200 -4.375
N -0.615 0.124 1.843
C -4.893 0.323 -3.851
F -4.702 3.076 -0.659
C 0.242 2.769 -0.385
C 1.159 -5.396 0.318
N 0.696 -6.256 -0.291
H -5.660 3.737 -5.494
C -6.142 0.566 -4.395
C -1.773 -0.350 2.137
H 1.470 2.258 4.130
C 1.719 -4.334 1.082
Br 1.637 -1.193 -1.813
H -1.580 -2.507 -1.732
N 2.009 5.666 -0.539
N -6.161 7.843 -2.764
C -4.196 2.553 -4.469
C -5.771 6.841 -2.363
C -7.704 2.036 -5.578
C -2.418 -1.234 1.175
N -8.733 2.230 -6.046
N -2.637 1.084 -3.335
C -3.930 1.319 -3.891
C -1.728 5.855 -1.283
H -3.439 3.325 -4.483
N 3.698 -4.676 2.688
N -1.742 -1.453 0.030
C -4.130 -2.743 0.479
C -4.111 5.250 -1.475
F -3.239 7.377 -2.095
F -2.246 2.467 0.004
C 1.070 5.010 -0.593
N 0.572 -2.096 0.857
C -1.432 1.544 -3.829
C -6.414 1.794 -4.992
C -2.995 6.181 -1.599
C 1.289 1.040 2.518
C -3.748 3.958 -0.907
N -1.076 0.378 -1.958
H -3.140 -0.063 -1.619
N 1.958 1.844 3.353
C -5.439 2.786 -5.031
C -2.367 0.381 -2.222
N -7.302 3.830 -1.910
Ti 0.101 -0.393 -0.107
C 2.816 -4.521 1.967
F -0.761 6.733 -1.483
H -4.183 -1.623 2.322
H 0.588 1.223 -3.032
*
```

Frontier orbital gap: 3.96 eV
Relative energy (zero: lowest compared OMol25 entry of this formula, charge and spin): 127.83 kJ/mol
LUMO level: -6.62 eV

(3)
The following is a DFT calculation (wB97M-V/def2-TZVPD) of C27H27ClN5O3SYb as an isolated structure in a non-equilibrium geometry.

The geometry in ORCA input format:
```
! wB97M-V def2-TZVPD RIJCOSX def2/J DEFGRID3
* xyz 2 2
H -4.384 -1.558 3.004
H 1.956 -1.902 -2.387
H 1.744 -0.113 -5.163
C -3.661 1.627 2.765
S -0.016 3.233 -1.391
N -3.532 0.266 2.289
C 0.337 -0.515 -6.574
N -1.636 -0.391 0.884
O -0.907 -0.009 -1.949
N 1.619 1.467 2.259
O 1.313 0.433 -2.434
C -1.450 -0.771 -4.530
C 2.354 3.382 3.518
C -1.834 -1.179 -5.767
H 1.422 -1.239 5.424
C -0.189 -0.377 -4.160
C 1.300 -3.991 -2.144
H -1.376 4.913 -0.373
C 2.505 2.576 4.625
C 0.704 -2.845 4.174
C 1.217 -1.530 4.408
H -4.727 1.992 2.754
H 0.011 -4.325 2.820
C 1.883 2.789 2.342
C 0.922 -4.922 -1.176
C 1.487 -0.742 3.266
C -2.491 -0.030 1.587
H 2.289 4.013 -1.324
C 0.937 -4.508 0.136
H 0.709 -5.974 -1.343
H 1.397 -4.312 -3.169
N 1.136 -2.227 -0.547
C 1.784 0.705 3.331
H 0.593 -3.507 5.045
C -4.663 -0.651 2.411
H -5.487 -0.081 2.832
C -0.273 4.873 -0.592
C -0.969 -1.005 -6.841
H 1.544 4.309 -2.961
H -2.206 -0.925 -3.742
H -2.804 -1.590 -5.937
Cl -1.585 -1.241 -8.434
Yb 0.411 0.078 -0.125
C 2.258 1.212 4.573
N 1.317 -1.240 2.026
C 0.666 -0.313 -5.270
H -3.034 2.295 2.160
C 0.942 -3.134 0.447
H 1.891 2.645 -2.431
H 0.882 -5.204 0.990
H 0.996 -0.342 -7.400
C 0.134 0.072 -2.783
C 0.986 -2.589 1.835
H -3.181 1.772 3.734
C 1.600 3.634 -2.106
H 2.739 3.033 5.602
H 1.559 3.294 1.415
C 0.566 -3.365 2.906
H 0.362 4.839 0.365
H 0.156 5.591 -1.288
H 2.390 0.588 5.495
O 0.209 2.239 -0.300
C 1.480 -2.667 -1.738
H 2.562 4.454 3.577
H -4.862 -1.010 1.381
*
```

Frontier orbital gap (alpha / beta): 7.37 / 7.37 eV
Relative energy (zero: lowest compared OMol25 entry of this formula, charge and spin): 174.62 kJ/mol
LUMO level (alpha / beta): -5.87 / -5.87 eV
⟨S²⟩: 0.751

(4)
The following is a DFT calculation (wB97M-V/def2-TZVPD) of C5H6O as an isolated structure.

The geometry in ORCA input format:
```
! wB97M-V def2-TZVPD RIJCOSX def2/J DEFGRID3
* xyz 0 1
H -1.872 -0.498 0.737
C -0.807 -0.703 0.573
C 0.225 0.671 -1.112
C -0.434 -0.541 -0.882
H -0.779 -1.175 -1.696
H 0.536 0.268 2.073
H 2.207 0.150 -0.229
H -0.548 -1.686 0.979
O -0.273 1.679 0.748
C 0.156 0.421 1.048
C 1.129 0.252 -0.126
H 0.402 1.151 -2.069
*
```

Frontier orbital gap (alpha / beta): 8.06 / 8.06 eV
Relative energy (zero: lowest compared OMol25 entry of this formula, charge and spin): 518.98 kJ/mol
LUMO level (alpha / beta): 0.22 / 0.22 eV

(5)
The following is a DFT calculation (wB97M-V/def2-TZVPD) of C19H18F6N6O19S6V as an isolated structure in a non-equilibrium geometry.

The geometry in ORCA input format:
```
! wB97M-V def2-TZVPD RIJCOSX def2/J DEFGRID3
* xyz -1 3
F -24.001 3.441 -2.318
C -19.980 -2.490 -5.413
O -23.618 -0.246 0.186
F -25.954 2.645 -7.051
O -23.034 -0.005 -4.945
O -26.205 0.356 -7.622
O -18.425 -0.080 -1.021
H -14.430 -0.024 1.823
S -22.464 2.068 1.490
H -16.125 -0.154 -0.063
H -26.277 7.889 1.846
C -17.058 1.585 3.145
H -17.922 4.910 -0.326
O -21.976 0.842 2.110
O -21.637 -0.916 -1.998
S -21.468 4.141 -4.796
H -24.547 9.549 1.046
H -22.440 8.685 0.182
S -23.696 1.179 -0.201
O -23.552 5.456 -3.469
F -21.757 0.308 -6.929
C -20.604 -1.927 -4.331
C -15.450 0.314 1.929
H -17.390 1.943 4.108
N -23.713 1.473 -7.053
C -25.353 6.231 0.966
F -23.738 1.046 -1.805
S -23.295 0.077 -6.409
O -19.198 3.665 -1.445
O -23.478 2.884 2.164
C -23.265 8.018 0.386
N -21.955 3.516 -3.277
C -18.791 -1.838 -5.944
C -18.384 -0.562 -5.416
C -24.465 8.494 0.830
S -25.426 1.140 -6.641
H -24.218 4.710 0.050
C -15.800 1.043 3.066
N -21.910 6.151 -0.602
C -18.095 4.505 -1.323
S -23.370 4.061 -3.704
H -18.993 1.731 2.411
O -23.663 -1.166 -7.081
O -20.936 5.511 -4.816
O -24.921 1.932 0.029
O -20.982 6.913 -0.886
O -21.762 4.940 -0.749
C -20.171 -0.701 -3.850
N -18.651 0.649 -0.050
N -20.914 -0.191 -2.667
O -20.857 1.028 -2.455
O -24.086 3.284 -4.652
V -21.152 2.926 -1.494
C -17.721 0.728 0.980
C -16.387 0.205 0.921
H -18.405 -2.386 -6.791
C -23.165 6.656 0.012
H -17.529 -0.003 -5.767
F -21.179 3.065 1.537
C -17.977 1.452 2.172
N -22.402 2.095 -0.242
H -26.091 5.463 1.150
C -25.408 7.587 1.280
O -19.691 1.288 -0.033
F -20.088 3.288 -4.547
O -25.725 1.002 -5.231
C -24.227 5.775 0.234
H -15.154 1.161 3.923
H -18.865 1.034 -4.090
H -21.459 -2.411 -3.884
C -19.138 0.038 -4.408
H -20.448 -3.348 -5.872
H -17.198 4.007 -1.690
H -18.258 5.318 -2.030
O -21.931 3.557 -6.074
*
```

Frontier orbital gap (alpha / beta): 5.97 / 6.46 eV
LUMO level (alpha / beta): -0.39 / 0.10 eV
⟨S²⟩: 2.055

(6)
The following is a DFT calculation (wB97M-V/def2-TZVPD) of C31H48AsF10O30 as an isolated structure in a non-equilibrium geometry.

The geometry in ORCA input format:
```
! wB97M-V def2-TZVPD RIJCOSX def2/J DEFGRID3
* xyz -1 1
H -9.803 4.754 -8.056
H -0.292 -8.443 -10.143
C -4.027 4.436 9.857
C 8.148 0.558 -5.053
C -8.031 -1.812 5.387
O -9.265 4.234 -6.082
O -3.715 4.695 8.563
H 5.856 -0.156 -2.976
H 1.083 8.173 1.432
H -11.109 4.140 -6.980
H 5.617 8.746 -2.186
H 0.454 -7.611 -11.499
C 0.469 -4.107 7.942
O 2.043 8.460 -0.359
O 0.685 -6.723 -9.509
C 12.590 0.052 0.504
O -3.832 5.550 10.554
H 1.768 -6.258 -5.843
O 1.196 -8.302 0.074
H 0.505 7.042 0.220
C -2.215 5.526 -7.527
H -0.147 -2.687 9.624
C -7.707 1.294 -4.974
H 12.930 0.848 -0.159
O -1.847 4.285 -7.892
O -8.169 -0.587 4.809
C 0.950 -5.636 -6.207
H 13.224 -0.031 1.386
H -5.301 5.718 12.089
C 0.184 -3.701 9.399
O -8.889 -1.936 3.325
H -6.617 1.272 -4.992
H 8.281 -1.461 2.543
C -0.970 3.679 -7.026
H -8.114 0.596 -5.706
H 2.267 -2.974 8.157
H -8.773 -2.036 6.153
F -1.513 -0.807 1.723
H 12.597 -0.867 -0.082
F -1.300 -0.750 -0.763
H 4.784 9.942 -3.081
O 1.692 -10.421 -0.693
O 7.296 -0.331 -4.518
O 2.313 -6.726 6.864
H 7.489 0.123 2.456
F 0.790 -1.118 0.596
O -9.222 0.228 2.884
H -3.718 6.549 12.343
C -1.033 -8.724 0.580
H 1.396 -2.577 6.635
O 11.293 0.399 0.822
O 9.007 0.301 -5.886
H 0.147 -6.135 -5.664
C -8.633 3.073 -6.242
As -0.506 0.115 0.553
O 3.505 6.850 -1.167
O 0.814 -5.800 -7.635
H -10.360 5.818 -6.859
C 0.722 -6.976 -8.248
C 3.071 8.029 -1.091
H 1.037 -4.614 -5.835
O -0.290 -9.887 0.158
C 4.648 8.954 -2.641
C 8.402 -0.397 2.744
F 0.151 0.953 2.064
H 2.063 6.801 0.767
C 0.918 -9.599 -0.184
H 1.016 -3.838 10.089
C -8.730 -0.705 3.590
O -3.049 6.276 -8.087
O 0.596 -8.076 -7.702
O -8.516 2.531 -7.305
F -1.777 1.424 0.508
O 11.016 -1.512 2.028
F 5.232 0.493 -4.717
C 6.269 0.325 -3.862
C 6.804 1.710 -3.694
C 1.374 7.615 0.542
O 9.387 0.092 1.776
H 6.059 2.461 -3.960
O -8.212 2.608 -5.073
C 0.584 -7.871 -10.449
F 0.550 0.999 -0.509
H 1.367 -8.627 -10.383
H 8.727 -0.127 3.749
H -2.858 3.309 7.375
H -3.750 4.892 12.517
O -4.381 3.317 10.354
H 4.522 8.112 -3.321
H 0.038 3.599 -7.433
H 7.117 1.779 -2.652
O 2.308 -4.433 6.692
H -1.390 4.278 -5.035
H -0.483 -3.901 7.453
C -10.211 4.755 -7.045
H -0.562 -4.293 9.930
C 1.685 -3.371 7.325
C 10.553 -0.469 1.562
C -0.844 4.678 -5.889
H -1.634 -8.839 1.482
H 0.153 -7.299 1.614
H -0.252 -6.747 -0.005
H -4.258 4.099 6.663
H -7.123 -2.866 3.749
O 0.901 -5.503 7.976
O 3.556 9.071 -1.724
F -6.843 -1.943 5.980
O 7.905 1.716 -4.504
O -1.535 5.848 -6.390
H -4.447 2.826 7.915
C -8.089 -2.703 4.227
C 1.920 -5.655 7.160
H 0.198 4.724 -5.570
C -4.224 5.677 11.928
F -1.440 2.508 -6.640
C -3.859 3.684 7.588
H -8.519 -3.633 4.597
F -1.767 -8.319 -0.430
H -8.098 0.947 -4.017
C 0.023 -7.623 0.582
*
```

Frontier orbital gap: 10.85 eV
LUMO level: 1.62 eV

(7)
The following is a DFT calculation (wB97M-V/def2-TZVPD) of an isolated ion of composition C3H3N2S and charge +1 in a non-equilibrium geometry.

The geometry in ORCA input format:
```
! wB97M-V def2-TZVPD RIJCOSX def2/J DEFGRID3
* xyz 1 1
C 0.092 -0.248 -0.953
C 1.092 -1.112 -0.232
S -1.532 1.847 0.102
H -0.079 0.064 -1.906
N -0.561 0.373 0.141
C 0.288 -0.019 1.082
H -2.116 1.824 1.387
N 0.919 -1.149 1.135
H 1.897 -1.578 -0.755
*
```

Frontier orbital gap (alpha / beta): 7.37 / 7.68 eV
Relative energy (zero: lowest compared OMol25 entry of this formula, charge and spin): 433.84 kJ/mol
LUMO level (alpha / beta): -7.71 / -7.28 eV
SMILES: S[N+]1=C[C@@H]2N=C21

(8)
The following is a DFT calculation (wB97M-V/def2-TZVPD) of a 2-piece molecular cluster, C3H4FOS overall in a non-equilibrium geometry.

The geometry in ORCA input format:
```
! wB97M-V def2-TZVPD RIJCOSX def2/J DEFGRID3
* xyz -1 1
O -0.233 0.076 -3.769
S 1.204 -2.082 -3.063
C 0.241 -0.827 -3.174
C -0.001 0.323 0.217
H 0.088 1.274 -0.312
F -2.147 -0.174 -0.714
C -0.806 -0.651 -0.603
H -0.881 -1.647 -0.149
H -0.442 0.538 1.205
H 0.997 -0.085 0.371
*
```

Frontier orbital gap (alpha / beta): 5.23 / 5.23 eV
Relative energy (zero: lowest compared OMol25 entry of this formula, charge and spin): 165.15 kJ/mol
LUMO level (alpha / beta): 3.51 / 3.51 eV